C29H35ClNOS | ωB97M-V/def2-TZVPD

Geometry as ORCA input:
```
! wB97M-V def2-TZVPD RIJCOSX def2/J DEFGRID3
* xyz -1 1
C -7.1529 0.4226 -0.0423
N -5.9354 1.2375 0.0367
C -6.1430 2.6892 0.1056
C -4.6543 0.6819 0.0984
C -3.6214 1.3633 0.7712
C -2.3460 0.8813 0.7691
C -1.9948 -0.2762 0.0413
C -0.6342 -0.7033 -0.0866
C 0.4894 0.1102 0.0016
C 1.8039 -0.4566 0.0218
C 2.9194 0.3108 0.0702
C 4.3434 -0.2601 0.0824
C 5.0713 0.2057 -1.1932
C 4.3754 -1.8018 0.1372
C 5.0861 0.2845 1.3178
C 2.7873 1.7666 0.0777
O 3.7785 2.4910 0.1019
C 1.4561 2.3562 0.0279
C 1.3317 3.8843 -0.0485
C 2.0273 4.5056 1.1774
C -0.1377 4.3623 -0.0664
C 2.0344 4.3554 -1.3349
C 0.3849 1.5357 -0.0241
C -3.0436 -1.0060 -0.5573
C -4.3324 -0.5470 -0.5190
H -6.9230 -0.6259 0.1415
H -7.8636 0.7405 0.7195
H -7.6227 0.5146 -1.0210
H -5.2086 3.2168 -0.0776
H -6.8519 3.0110 -0.6551
H -6.5182 2.9795 1.0849
H -3.8640 2.2407 1.3486
H -1.5953 1.3619 1.3734
H -0.4704 -1.7347 -0.3475
H 1.8847 -1.5281 -0.0024
H 5.0865 1.2950 -1.2432
H 6.1016 -0.1510 -1.2119
H 4.5696 -0.1631 -2.0878
H 3.8992 -2.1755 1.0438
H 3.8790 -2.2453 -0.7260
H 5.4058 -2.1589 0.1381
H 4.5964 -0.0328 2.2382
H 6.1190 -0.0640 1.3422
H 5.0947 1.3746 1.3048
H 3.0733 4.2014 1.2183
H 1.9903 5.5952 1.1440
H 1.5494 4.1789 2.1007
H -0.6802 3.9656 -0.9239
H -0.6601 4.0643 0.8426
H -0.1882 5.4485 -0.1280
H 1.5649 3.9171 -2.2151
H 2.0034 5.4404 -1.4358
H 3.0791 4.0430 -1.3278
H -0.5825 1.9711 -0.1736
H -2.7942 -1.9126 -1.0846
H -5.1092 -1.0976 -1.0216
Cl -2.4891 -7.3056 1.4091
C -1.1237 -6.6862 0.5741
C 0.1205 -7.3007 0.7153
C 1.2164 -6.8036 0.0422
C 1.0837 -5.7021 -0.7787
C -0.1609 -5.0747 -0.9412
S -0.3316 -3.7544 -1.9517
C -1.2604 -5.5768 -0.2472
H 0.2019 -8.1640 1.3520
H 2.1760 -7.2795 0.1575
H 1.9329 -5.3089 -1.3102
H -2.2241 -5.1073 -0.3450
*
```

Computed properties:
Relative energy (zero: lowest compared OMol25 entry of this formula, charge and spin) in kcal per mole: 0.0
LUMO level in eV: 1.66
E_tot in Ha: -2114.47316

How is the electron density shared among the atoms? According to Mulliken, the charges in e are: -1.16 0.07 -1.17 0.79 -0.57 -0.72 0.27 -0.68 -0.20 -0.90 -0.37 2.25 -1.67 -2.18 -1.74 1.80 -0.87 -0.90 2.27 -1.76 -2.02 -1.70 -1.06 -0.98 -0.40 0.38 0.36 0.33 0.41 0.34 0.33 0.53 0.76 0.27 0.88 0.35 0.44 0.33 0.42 0.47 0.41 0.35 0.44 0.34 0.32 0.45 0.36 0.38 0.36 0.43 0.34 0.44 0.37 1.09 0.38 0.40 -0.27 0.33 -0.49 -0.38 -0.64 0.41 -0.49 -0.72 0.38 0.34 0.37 0.34

C5H14O3 | ωB97M-V/def2-TZVPD

Geometry as ORCA input:
```
! wB97M-V def2-TZVPD RIJCOSX def2/J DEFGRID3
* xyz 0 1
O -2.9546 -0.6914 0.8625
C -1.5750 -0.4857 1.1294
C -0.5838 -1.0014 0.0718
C 0.8006 -0.9157 0.7304
C 1.9011 -0.6982 -0.3003
C 2.0029 0.7204 -0.8210
O 2.5002 1.5801 0.1874
H -3.1871 -0.2295 0.0486
H -1.3466 0.5589 1.3472
H -1.4333 -1.1212 2.0047
H -0.6457 -0.4446 -0.8597
H -0.8849 -2.0118 -0.2183
H 1.0172 -1.8218 1.2974
H 0.8379 -0.0680 1.4187
H 2.8767 -1.0963 0.0015
H 1.8026 -1.3337 -1.1955
H 1.1027 1.0444 -1.3508
H 2.7448 0.7031 -1.6324
H 2.0349 2.4218 0.2192
O -2.2794 1.2406 -0.9151
H -2.3743 1.7000 -1.7600
H -2.3568 1.9499 -0.2655
*
```

Computed properties:
Relative energy (zero: lowest compared OMol25 entry of this formula, charge and spin) in kcal per mole: 8.3
SMILES: OCCCCCO.O
LUMO level in eV: 0.21
E_tot in Ha: -424.59308

How is the electron density shared among the atoms? According to Mulliken, the charges in e are: -0.55 -0.82 -0.20 -0.56 -0.83 -0.42 -0.53 0.36 0.29 0.38 0.38 0.23 0.35 0.31 0.41 0.32 0.28 0.31 0.31 -0.60 0.28 0.29

C38H27BrCl5N7Ru | ωB97M-V/def2-TZVPD

Geometry as ORCA input:
```
! wB97M-V def2-TZVPD RIJCOSX def2/J DEFGRID3
* xyz 1 6
Ru 0.1601 -0.2893 -0.3700
C 5.7265 -3.4849 2.7167
C 4.4390 -3.1445 2.0204
C 3.2857 -3.9047 2.2053
C 2.1075 -3.5537 1.5916
C 1.9979 -2.4518 0.7199
N 0.7707 -2.1657 0.1278
C -0.0646 -3.2299 -0.2418
C 0.4574 -4.3907 -0.8325
C -0.3511 -5.4357 -1.2302
C -1.7339 -5.3820 -1.0704
C -2.6277 -6.4826 -1.5722
C -2.2678 -4.2368 -0.5048
C -1.4615 -3.1774 -0.0942
N -2.0844 -2.0152 0.4103
C -3.2946 -1.9433 1.0793
C -3.7951 -0.7050 0.9970
C -2.8699 0.0900 0.1297
N -1.7496 -0.8072 -0.1060
C 3.1587 -1.6713 0.5585
C 4.3384 -2.0256 1.2176
N 3.1965 -0.4927 -0.2444
C 4.3127 0.1314 -0.6910
C 3.9394 1.3375 -1.2316
C 2.5553 1.3836 -1.0790
N 2.1148 0.2727 -0.4895
H 5.8099 -4.5591 2.8750
H 5.7727 -3.0021 3.6957
H 6.5896 -3.1486 2.1436
H 3.3163 -4.7697 2.8569
H 1.2166 -4.1365 1.7794
H 1.5280 -4.4633 -0.9715
H 0.0958 -6.3114 -1.6857
H -2.0924 -7.4291 -1.6265
H -2.9827 -6.2421 -2.5768
H -3.5011 -6.6105 -0.9339
H -3.3434 -4.1473 -0.4016
H -3.6725 -2.8079 1.5998
H -4.7117 -0.3302 1.4204
H -3.3510 0.3065 -0.8415
H 5.2088 -1.3912 1.1246
H 5.2846 -0.3218 -0.6437
H 4.5796 2.0808 -1.6730
H 1.8686 2.1506 -1.3965
Cl 0.2348 0.7666 2.0956
C 0.3898 2.3834 1.5091
C -0.3146 2.7939 0.3546
C -0.0043 4.0907 -0.1156
Cl -0.6298 4.7675 -1.5710
C 0.8920 4.9197 0.5750
Cl 1.1988 6.5089 0.0142
C 1.5361 4.4848 1.7250
Cl 2.6340 5.5027 2.5500
C 1.2900 3.1980 2.1834
Cl 2.1282 2.6102 3.5567
Br 2.7865 -2.0571 -7.0659
C 1.9037 -1.2173 -5.6233
C 1.2571 -0.0022 -5.8153
C 0.5960 0.6000 -4.7672
C 0.5628 -0.0037 -3.4931
C 1.2588 -1.2182 -3.3231
C 1.9118 -1.8239 -4.3709
N -0.0924 0.5419 -2.4187
C -1.0891 1.4378 -2.6023
C -1.7346 2.0455 -1.5699
C -2.9793 2.7622 -1.7409
C -3.7747 3.0595 -0.6428
C -3.5058 2.4779 0.5713
C -2.3997 1.4752 0.6544
N -1.2447 1.8598 -0.2267
H 1.2778 0.4690 -6.7884
H 0.1316 1.5633 -4.9313
H 1.2436 -1.6942 -2.3492
H 2.4275 -2.7632 -4.2269
H -1.4728 1.6230 -3.6018
H -3.2705 3.0622 -2.7381
H -4.6188 3.7266 -0.7593
H -4.1080 2.6727 1.4477
H -2.0556 1.3753 1.6776
*
```

Computed properties:
<S²>: 8.817
LUMO level (spin up / spin down) in eV: -2.07 / -5.38
E_tot in Ha: -6817.08909

How is the electron density shared among the atoms? According to Mulliken, the charges in e are: -0.36 -1.63 0.14 -0.97 -0.43 0.03 0.85 -0.43 0.35 -1.09 0.37 -1.61 -0.25 -0.19 -0.11 -0.44 -1.08 0.44 0.73 0.57 -0.83 -0.84 -0.25 -1.55 -0.46 2.01 0.40 0.30 0.38 0.41 0.55 0.57 0.39 0.39 0.29 0.39 0.58 0.61 0.56 0.06 0.45 0.49 0.50 0.47 -0.20 0.75 -1.66 0.75 -0.14 0.16 -0.16 0.35 -0.16 -0.09 -0.17 -0.16 -0.09 -0.73 -0.90 0.03 0.06 -0.87 1.23 -1.42 -0.44 -0.56 -0.63 -1.43 -0.63 2.12 0.44 0.47 0.90 0.51 0.51 0.50 0.51 0.58 0.78

C3H8N2O | ωB97M-V/def2-TZVPD

Geometry as ORCA input:
```
! wB97M-V def2-TZVPD RIJCOSX def2/J DEFGRID3
* xyz 1 2
O -0.4074 -1.8158 0.4135
C 0.6841 -1.9131 1.0151
C 1.1004 -1.2349 2.2261
H 1.5360 -2.3146 0.4715
H 0.3003 -1.2078 2.8940
H 1.9758 -1.7166 2.7028
H 1.3683 -0.2924 1.8986
N -0.5368 0.5812 -0.8190
C -0.1321 1.8386 -1.3028
N -1.0695 2.6578 -1.7285
H 0.0583 -0.1405 -0.5489
H -1.2310 0.0621 -1.3581
H 1.0170 1.8892 -1.0643
H -0.4359 3.4297 -2.1014
*
```

Computed properties:
Relative energy (zero: lowest compared OMol25 entry of this formula, charge and spin) in kcal per mole: 54.6
<S²>: 0.789
LUMO level (spin up / spin down) in eV: -4.67 / -9.01
E_tot in Ha: -303.45950

How is the electron density shared among the atoms? According to Mulliken, the charges in e are: -0.58 0.14 -0.81 0.38 0.33 0.32 0.25 -0.13 0.17 -0.33 0.28 0.33 0.31 0.35

C44H55ClMoN4 | ωB97M-V/def2-TZVPD

Geometry as ORCA input:
```
! wB97M-V def2-TZVPD RIJCOSX def2/J DEFGRID3
* xyz 2 3
Mo 0.0310 -0.2278 -0.1485
C 2.2863 -2.9751 1.5987
C 0.8051 -3.3384 1.4284
C 0.2775 -3.1202 0.0086
C -0.0651 -2.7767 2.5506
C -0.5913 -3.7180 3.4258
C -1.3394 -3.3447 4.5313
C -1.6009 -2.0097 4.7421
C -1.1283 -1.0108 3.8838
C -1.6535 0.3972 4.2139
C -2.0607 1.2970 3.0525
C -0.7942 1.1629 5.2341
C -0.3158 -1.4171 2.8199
N 0.2720 -0.3877 1.9500
C 0.9877 0.5236 2.5226
C 1.5021 1.7512 1.9551
C 2.4691 2.3980 2.7538
C 3.0387 3.5859 2.3733
C 2.6223 4.1596 1.1650
C 1.6602 3.5666 0.3754
C 1.0676 2.3559 0.7480
N 0.0980 1.7630 -0.0503
C -0.6366 2.4999 -1.0578
C -0.6125 2.0162 -2.3799
C -1.3183 2.6980 -3.3626
C -2.0443 3.8328 -3.0441
C -2.0920 4.2716 -1.7325
C -1.4139 3.6149 -0.7090
C -1.6281 4.0965 0.7192
C -3.0729 3.8493 1.1614
C -1.2685 5.5743 0.8780
C 0.1795 0.7816 -2.8202
C 1.6164 1.1305 -3.1827
C -0.5084 -0.0509 -3.9015
H 2.8859 -3.3447 0.7617
H 2.6754 -3.4224 2.5141
H 2.4305 -1.8952 1.6762
H 0.7344 -4.4185 1.5515
H 0.4655 -2.1102 -0.3591
H -0.7822 -3.3437 -0.0858
H 0.8343 -3.7094 -0.7193
H -0.3964 -4.7678 3.2408
H -1.7313 -4.0941 5.2071
H -2.2222 -1.7129 5.5800
H -2.5925 0.1749 4.7203
H -1.2268 1.7749 2.5368
H -2.6821 2.1020 3.4495
H -2.6597 0.7668 2.3089
H 0.0019 1.7360 4.7484
H -0.3388 0.5007 5.9725
H -1.4102 1.8857 5.7716
H 1.2302 0.3489 3.5666
H 2.7562 1.9344 3.6922
H 3.7760 4.0732 2.9959
H 3.0595 5.0965 0.8394
H 1.3492 4.0394 -0.5488
H -1.3065 2.3456 -4.3866
H -2.5833 4.3649 -3.8170
H -2.6970 5.1380 -1.4872
H -0.9851 3.5256 1.3816
H -3.7748 4.4028 0.5299
H -3.2173 4.1878 2.1897
H -3.3400 2.7925 1.1111
H -1.9389 6.2154 0.3002
H -0.2469 5.7864 0.5568
H -1.3612 5.8713 1.9242
H 0.2501 0.0404 -1.9927
H 1.5860 1.8210 -4.0283
H 2.1818 0.2443 -3.4812
H 2.1235 1.6320 -2.3581
H -0.4401 0.4580 -4.8640
H -1.5627 -0.2192 -3.6785
H -0.0120 -1.0155 -4.0117
N 2.1407 -0.1608 -0.2038
C 3.2907 -0.0490 -0.3018
N 4.5749 0.0434 -0.3564
C 5.2816 0.4206 -1.6205
C 6.0042 -0.8039 -2.1732
C 6.4781 -1.7319 -1.0365
C 6.7310 -0.9509 0.2505
C 5.4235 -0.3882 0.8023
H 5.9724 1.2158 -1.3480
H 4.5565 0.8447 -2.3091
H 6.8514 -0.4512 -2.7642
H 5.3495 -1.3478 -2.8548
H 7.3739 -2.2701 -1.3401
H 5.7161 -2.4926 -0.8411
H 7.4411 -0.1405 0.0697
H 7.1730 -1.5812 1.0209
H 5.5774 0.4647 1.4597
H 4.8627 -1.1520 1.3409
Cl -4.1988 -1.3598 2.2232
C -4.4350 -0.3187 0.8638
C -5.6992 0.1882 0.6389
C -5.9101 1.0388 -0.4402
C -4.8665 1.3908 -1.2918
C -3.6061 0.8923 -1.0515
C -3.3560 0.0199 0.0273
C -2.0363 -0.5228 0.2678
H -6.5100 -0.0843 1.3007
H -6.9063 1.4280 -0.6158
H -5.0419 2.0520 -2.1306
H -2.7913 1.1632 -1.7071
H -1.5651 -0.7920 -0.7915
H -2.0368 -1.3832 0.9386
*
```

Computed properties:
Relative energy (zero: lowest compared OMol25 entry of this formula, charge and spin) in kcal per mole: 0.0
<S²>: 2.176
LUMO level (spin up / spin down) in eV: -7.08 / -6.62
E_tot in Ha: -2456.50103

Mulliken population analysis, charges in e, atoms 1 to 99: -2.50 -0.90 0.18 -1.15 0.56 -1.07 -1.41 -0.52 0.69 0.10 -0.66 -1.64 -1.05 1.46 -0.85 0.25 -0.50 -1.19 -0.79 -1.08 0.33 2.47 -0.17 0.15 -0.63 -1.79 -0.38 1.28 1.49 -1.36 -1.76 2.18 -1.68 -1.89 0.47 0.49 -0.31 0.72 0.49 0.45 0.55 0.47 0.43 0.52 0.89 -0.16 0.85 -0.55 0.33 0.36 0.43 0.76 0.59 0.50 0.54 0.80 0.41 0.44 0.45 -0.66 0.37 0.45 0.13 0.34 0.34 0.47 0.12 0.50 0.43 0.08 0.51 0.33 0.42 -0.68 0.27 0.13 -0.64 -0.67 -0.52 -0.82 -0.58 0.39 0.33 0.42 0.26 0.39 0.20 0.37 0.43 0.29 0.36 -0.12 1.08 -0.80 -0.58 -0.99 -0.38 -0.25 0.08